Record 1
Here is a 2-piece molecular cluster, C26H25N2O overall in a non-equilibrium geometry from the OMol25 dataset. Energies are from the ωB97M-V functional and the def2-TZVPD basis.

Calculated values
E, Eh: -1190.2179
HOMO-LUMO gap, eV: 3.9
HOMO energy, eV: -9.87
Lowest unoccupied orbital energy, eV: -5.96
Total charge: +1

Atoms and positions in Å:
H -1.21323 -0.24364 0.15687
C -1.84999 0.28855 -0.63742
H -2.90497 0.23992 -0.31715
C -1.43017 1.71518 -0.77102
C -0.82262 2.20628 -1.88941
N -0.66332 1.44466 -3.00198
C 0.12082 1.91667 -4.15026
C 1.47014 1.26251 -4.09929
C 1.70899 0.06442 -4.77778
C 2.90371 -0.62772 -4.56178
C 3.85415 -0.11753 -3.66883
C 3.62658 1.10288 -3.01851
C 2.44160 1.80168 -3.25157
C -1.13330 0.16434 -3.02732
C -1.72856 -0.42512 -1.95620
C -2.39196 -1.72408 -2.25949
N -3.11281 -2.34280 -1.27399
O -2.32778 -2.19420 -3.39828
H -1.57878 2.39809 0.06597
H -0.41015 3.21977 -1.97764
H -0.41561 1.61253 -5.05316
H 0.19592 3.00230 -4.06889
H 0.95033 -0.31239 -5.47000
H 3.08292 -1.56951 -5.08422
H 4.77387 -0.67133 -3.47540
H 4.36328 1.51387 -2.32529
H 2.24641 2.76934 -2.77978
H -1.04922 -0.30227 -4.01335
H -3.04500 -2.13133 -0.29328
H -3.50984 -3.23525 -1.52582
C -0.53257 -0.12143 2.49095
C 0.89189 -0.00006 2.55146
C 1.55155 0.79647 1.55434
C 2.93103 0.95137 1.54003
C 3.71871 0.35503 2.53974
C 3.10489 -0.39463 3.54902
C 1.73188 -0.59943 3.53654
C -1.45058 -0.63462 3.46218
C -2.85831 -0.49195 3.20887
C -3.80952 -1.02937 4.06609
C -3.41151 -1.73137 5.21631
C -2.05089 -1.83110 5.52743
C -1.09721 -1.25537 4.69746
H -1.00636 0.44924 1.68886
H 0.91999 1.28148 0.80465
H 3.38904 1.56943 0.76331
H 4.79538 0.50368 2.53610
H 3.69992 -0.81198 4.36393
H 1.31556 -1.24808 4.29687
H -3.15148 0.06879 2.31567
H -4.86939 -0.87719 3.84851
H -4.16480 -2.15535 5.87541
H -1.73100 -2.33378 6.44278
H -0.06763 -1.28560 5.02784

Force components x, y, z for each atom (eV/Å):
H -0.87 0.30 -1.01
C 0.16 -0.76 0.37
H 0.22 -0.10 0.29
C 0.96 1.10 -0.61
C -0.34 -0.05 1.49
N 0.18 -0.02 -0.68
C -0.11 -0.35 0.18
C 0.47 0.00 -0.07
C 0.18 0.18 0.19
C 0.01 0.16 0.10
C -0.21 0.07 0.01
C -0.15 -0.04 -0.12
C 0.09 -0.32 -0.07
C -0.43 -0.17 0.35
C 0.12 0.14 -0.99
C 0.36 -0.11 -1.09
N 0.03 -0.09 -0.07
O -0.26 0.06 1.14
H -0.02 -0.11 -0.21
H -0.46 -0.39 0.24
H 0.05 0.33 -0.01
H -0.08 -0.08 -0.23
H 0.31 0.00 0.23
H 0.00 0.31 0.18
H -0.25 0.17 -0.10
H -0.11 -0.16 -0.29
H 0.15 -0.32 -0.03
H -0.23 -0.20 0.64
H 0.11 0.17 -0.17
H 0.05 0.07 0.02
C 0.28 1.11 1.32
C 0.56 -0.19 -0.33
C -0.44 -0.30 0.15
C -0.13 0.07 0.09
C -0.60 0.31 -0.25
C -0.28 -0.03 0.09
C 0.26 -0.03 -0.06
C -0.58 -0.27 0.28
C 0.58 -0.09 -0.15
C 0.05 0.18 -0.05
C 0.13 0.37 -0.52
C 0.17 0.23 -0.09
C -0.20 -0.32 0.02
H 0.22 -0.30 0.24
H 0.29 -0.10 0.08
H -0.13 -0.29 0.29
H -0.18 -0.07 0.02
H -0.18 0.02 -0.37
H 0.41 0.18 -0.38
H -0.05 -0.30 0.27
H 0.38 -0.14 0.09
H 0.16 0.04 -0.11
H -0.13 0.21 -0.31
H -0.53 -0.07 0.01

***

Record 2
Here is an isolated molecule of C6H10N2O5 in a non-equilibrium geometry from the OMol25 dataset. Energies are from the ωB97M-V functional and the def2-TZVPD basis.

Calculated values
E, Eh: -720.3357
HOMO-LUMO gap, eV: 9.5
SMILES string: NCC(=O)N[C@@H](CC(=O)O)C(=O)O
HOMO energy, eV: -9.20
Lowest unoccupied orbital energy, eV: 0.33

Atoms and positions in Å:
N -2.94497 -1.57244 0.96373
C -2.08185 -1.13536 -0.13902
C -2.07608 0.45911 -0.34989
O -3.10609 0.98428 -0.24186
N -0.86830 0.94638 -0.69136
C 0.37642 0.69544 -0.00859
C 1.31197 -0.11512 -0.80204
C 2.22994 -1.04228 -0.06252
O 2.04585 -1.63848 1.02116
O 3.40099 -1.36023 -0.60052
C 1.01459 2.00397 0.30722
O 0.51724 3.06840 0.26835
O 2.27930 1.87339 0.77122
H -3.91351 -1.60196 0.68510
H -2.93198 -0.83156 1.67762
H -2.34129 -1.64061 -1.13106
H -1.04384 -1.28361 0.14855
H -0.72904 1.92179 -0.94714
H 0.12636 0.18967 0.86212
H 0.76143 -0.84203 -1.44399
H 1.97405 0.57739 -1.40847
H 3.62166 -2.30897 -0.27158
H 2.37715 2.65282 1.39296

Force components x, y, z for each atom (eV/Å):
N 0.33 0.69 -0.06
C 0.32 1.17 -0.25
C 1.32 -5.13 0.25
O -3.40 3.30 -0.04
N 1.79 2.31 -1.21
C -0.88 -0.29 -0.83
C 2.30 -0.96 -1.95
C 0.78 -2.59 4.48
O -1.65 1.91 -2.02
O 0.89 -1.54 -1.84
C 1.50 -0.69 1.50
O -1.60 1.84 -0.52
O 0.01 0.46 1.24
H -0.15 -0.03 -0.32
H 0.07 -0.54 -0.26
H 0.49 0.68 1.43
H 0.09 -1.14 -0.19
H -1.69 0.13 -0.26
H 0.12 -0.82 2.18
H 0.28 0.83 0.06
H -0.82 -1.14 0.14
H -0.42 2.55 -0.33
H 0.30 -1.00 -1.19

***

Record 3
Here is a 8-piece molecular cluster, C29H58Br15ClNO4S overall in a non-equilibrium geometry from the OMol25 dataset. Energies are from the ωB97M-V functional and the def2-TZVPD basis.

Calculated values
E, Eh: -40963.7946
HOMO-LUMO gap, eV: 8.9
HOMO energy, eV: -11.29
Lowest unoccupied orbital energy, eV: -2.36
Total charge: +1

Atoms and positions in Å:
C -0.30431 -3.73316 -2.37580
C 0.41733 -2.51517 -2.80413
O -0.13922 -1.58054 -3.22117
O 1.75379 -2.58515 -2.71586
C 2.35108 -1.53468 -1.95450
C 2.12151 -1.69185 -0.45346
C 1.33021 -0.53303 0.18162
C 2.25933 0.44604 0.90954
C 2.27925 0.22936 2.42262
C 1.10711 0.79797 3.19109
N 1.12691 2.31471 3.43356
C 0.15033 2.91856 2.46657
C 0.04548 4.42058 2.44696
C -0.75253 4.80770 1.24270
Cl 0.21338 4.52233 -0.22401
C 2.47973 2.94931 3.46006
C 3.08820 3.39658 2.14453
C 3.86874 4.68760 2.27253
Br 5.00724 4.67972 3.83820
C 0.49329 2.49204 4.79592
S 1.48228 2.02977 6.24485
O 1.00159 2.87999 7.23489
O 1.29197 0.67677 6.50777
H -0.00963 -4.06919 -1.39809
H -0.16474 -4.50596 -3.11208
H -1.34247 -3.50506 -2.35327
H 2.02651 -0.57891 -2.33001
H 3.39883 -1.63365 -2.14676
H 3.07301 -1.74448 0.03131
H 1.57168 -2.60221 -0.31488
H 0.89657 0.01143 -0.63773
H 0.50388 -0.88290 0.77271
H 3.25917 0.25756 0.56526
H 1.97579 1.44599 0.63344
H 2.18907 -0.83318 2.52935
H 3.23582 0.46814 2.84706
H 0.23026 0.58729 2.61677
H 0.98847 0.23472 4.09630
H -0.81329 2.53593 2.73842
H 0.31571 2.57042 1.46776
H -0.52339 4.76726 3.29343
H 0.97346 4.96331 2.45936
H -1.65340 4.23359 1.23653
H -0.97137 5.84706 1.26110
H 2.41781 3.80624 4.10604
H 3.18486 2.30743 3.93090
H 2.41248 3.51056 1.31300
H 3.80440 2.65872 1.84400
H 3.18881 5.51545 2.26347
H 4.51802 4.74160 1.43462
H 0.15334 3.49604 4.95993
H -0.34329 1.82680 4.81163
H 2.79305 2.31687 6.05316
Br -3.49980 2.27266 0.36221
C -4.82021 3.10580 -0.80636
C -4.89139 4.59242 -0.58433
Br -5.85739 5.02729 1.04932
H -5.76371 2.60484 -0.62231
H -4.48465 2.88311 -1.81660
H -5.45127 5.07126 -1.38339
H -3.91723 5.05612 -0.50332
Br 6.38523 -1.43074 0.47072
C 6.23619 -3.01676 1.59220
C 6.05707 -4.26793 0.77492
Br 4.24487 -4.39990 0.08158
H 5.40945 -2.84036 2.27191
H 7.16523 -3.05801 2.15560
H 6.19688 -5.14849 1.39704
H 6.72460 -4.32008 -0.07784
Br -0.17710 -2.29647 2.94403
C 0.46675 -4.03842 3.53922
C 1.52026 -4.53135 2.59209
Br 0.70354 -5.09572 0.93120
H -0.40140 -4.68575 3.59697
H 0.87378 -3.89750 4.53777
H 2.03464 -5.39756 3.00155
H 2.25416 -3.77516 2.33076
Br -3.31683 -2.37300 0.08856
C -4.15408 -3.51769 1.41830
C -3.24934 -4.64461 1.84011
Br -3.16121 -6.06673 0.51326
H -5.08847 -3.86486 0.99156
H -4.36173 -2.86288 2.26144
H -3.63880 -5.12258 2.73666
H -2.22869 -4.31848 2.01526
Br -2.40914 4.80828 -2.80451
C -1.40887 5.85907 -4.10339
C -0.83704 4.99044 -5.18877
Br 0.72131 4.00714 -4.56286
H -0.65001 6.40142 -3.55050
H -2.12683 6.56399 -4.51526
H -0.48060 5.60042 -6.01491
H -1.54453 4.25728 -5.55936
Br -4.92460 -5.57268 -3.11427
C -3.72712 -4.39478 -4.09244
C -3.17190 -5.04900 -5.32611
Br -1.77420 -6.32838 -4.88259
H -2.95362 -4.08862 -3.39274
H -4.33414 -3.53474 -4.36014
H -2.69083 -4.31594 -5.97170
H -3.92424 -5.58602 -5.89240
Br -4.78506 0.62192 -5.85274
C -3.48092 -0.79615 -5.59026
C -2.65035 -1.02423 -6.82246
Br -3.62939 -2.00098 -8.19619
H -4.03327 -1.67634 -5.28776
H -2.85355 -0.45998 -4.76727
H -1.78892 -1.64736 -6.59163
H -2.31368 -0.09954 -7.27703

Force components x, y, z for each atom (eV/Å):
C 0.10 -0.27 -0.13
C 0.63 -2.33 0.76
O -1.66 3.44 -1.22
O 0.75 -0.46 0.61
C 0.43 -0.17 -0.07
C -1.03 0.72 -0.08
C 0.68 0.34 -0.84
C -0.56 -0.35 0.38
C -0.19 0.23 -0.65
C 1.03 -0.36 -0.80
N -0.81 -0.73 0.77
C 0.15 0.60 -0.02
C -0.11 0.14 0.51
C 0.65 -0.02 -0.13
Cl -0.04 -0.15 -0.31
C -0.26 0.78 -0.66
C 0.58 -0.27 0.03
C -0.44 -0.63 0.19
Br 0.03 0.22 0.07
C 1.14 -0.06 -0.75
S -0.22 0.61 -0.11
O -0.70 2.78 1.81
O 0.42 -3.43 -0.62
H 0.33 -0.21 0.22
H 0.26 -0.55 -0.16
H -0.82 0.21 0.09
H -0.25 0.44 -0.16
H 0.64 -0.02 -0.31
H 0.57 -0.43 0.37
H -0.01 -0.70 0.26
H -0.52 0.29 -0.39
H -0.24 -0.13 0.44
H 0.57 0.22 -0.35
H 0.10 0.60 -0.02
H -0.02 -0.70 0.39
H 0.48 0.35 0.38
H -0.75 0.13 -0.34
H 0.11 0.29 0.85
H -0.56 -0.40 0.28
H 0.64 -0.43 -0.45
H -0.22 0.18 0.57
H 0.56 0.02 -0.04
H -0.68 -0.30 -0.52
H -0.31 0.82 -0.01
H -0.38 0.50 0.33
H 0.21 -0.82 0.43
H -0.52 0.05 -0.14
H 0.28 -0.66 -0.30
H -0.02 0.75 0.38
H 0.57 0.35 -0.64
H 0.14 0.59 -0.08
H -0.58 -0.45 0.36
H -0.05 -0.04 -0.52
Br -0.03 -0.13 0.05
C 0.19 0.05 -0.14
C -0.39 0.04 0.20
Br 0.10 -0.01 0.04
H -0.02 0.00 0.07
H 0.02 0.01 -0.02
H 0.02 -0.05 -0.07
H 0.05 -0.01 0.00
Br -0.15 0.02 0.04
C 0.25 0.10 -0.07
C -0.23 -0.09 0.05
Br 0.12 -0.11 -0.04
H -0.03 -0.05 0.01
H 0.02 -0.02 -0.01
H 0.02 0.01 0.04
H 0.06 0.06 0.00
Br -0.34 -0.22 0.26
C 0.16 0.23 0.24
C -0.02 -0.27 -0.17
Br 0.01 -0.18 0.01
H 0.01 -0.06 -0.07
H 0.00 0.10 0.00
H -0.05 -0.05 0.01
H 0.01 0.06 0.07
Br 0.05 0.01 -0.12
C 0.11 0.15 0.06
C -0.09 -0.35 -0.03
Br 0.06 0.18 0.00
H 0.00 -0.06 -0.03
H 0.01 -0.03 0.04
H -0.04 0.06 0.03
H 0.00 0.08 -0.05
Br 0.11 0.02 -0.08
C -0.26 0.03 -0.03
C 0.29 0.00 0.00
Br -0.06 -0.06 0.01
H 0.06 -0.03 0.00
H -0.01 -0.02 -0.04
H -0.02 0.05 0.01
H -0.06 0.00 0.02
Br 0.07 0.00 0.01
C -0.22 0.00 0.14
C 0.30 0.01 -0.03
Br -0.06 -0.08 -0.03
H -0.08 -0.03 -0.12
H -0.03 0.00 -0.04
H -0.07 0.04 0.02
H -0.05 0.00 0.01
Br -0.06 -0.03 0.00
C 0.09 0.33 0.09
C 0.02 -0.30 -0.14
Br 0.00 0.08 0.08
H -0.04 -0.05 -0.04
H 0.07 -0.05 -0.02
H 0.01 0.03 0.08
H 0.00 0.05 0.02

***

Record 4
Here is a 2-piece molecular cluster, C4H9N overall in a non-equilibrium geometry from the OMol25 dataset. Energies are from the ωB97M-V functional and the def2-TZVPD basis.

Calculated values
E, Eh: -212.4782
HOMO-LUMO gap, eV: 10.6
SMILES string: C=CC.C=N
HOMO energy, eV: -9.50
Lowest unoccupied orbital energy, eV: 1.11

Atoms and positions in Å:
C -1.77032 1.22917 0.43141
C -1.94717 0.31864 -0.53285
C -1.86069 -1.15739 -0.23598
H -1.73433 2.23028 0.01198
H -1.53770 1.03794 1.46583
H -1.92840 0.53646 -1.59243
H -2.04961 -1.38137 0.81356
H -2.58917 -1.75048 -0.80189
H -0.92379 -1.59489 -0.58750
C 3.14283 0.27272 0.53750
N 3.12244 -0.53340 -0.44048
H 2.48019 0.01478 1.37176
H 3.62043 1.25085 0.55602
H 3.97529 -0.47331 -0.99692

Force components x, y, z for each atom (eV/Å):
C -0.05 0.38 -2.24
C 1.02 -1.26 1.42
C -0.64 -0.44 -0.49
H 0.05 0.32 0.78
H -0.32 -0.15 0.09
H -0.41 0.57 0.04
H 0.32 0.05 0.03
H -0.24 0.29 0.04
H 0.29 0.24 0.34
C -1.23 -0.25 -0.31
N 1.15 -0.98 1.06
H -0.19 0.55 -0.18
H 0.79 -0.22 0.25
H -0.53 0.88 -0.82

***

Record 5
Here is an isolated molecule of C4H10N4 in a non-equilibrium geometry from the OMol25 dataset. Energies are from the ωB97M-V functional and the def2-TZVPD basis.

Calculated values
E, Eh: -377.3258
HOMO-LUMO gap, eV: 10.1
SMILES string: CC/N=C\N=C/NN
HOMO energy, eV: -9.38
Lowest unoccupied orbital energy, eV: 0.76

Atoms and positions in Å:
C 2.73808 -0.23379 -0.27598
C 1.23380 -0.17330 -0.41917
N 0.79025 0.71320 0.69652
C -0.39677 1.23491 0.74538
N -1.25128 1.44505 -0.40467
C -2.03549 0.48335 -0.78123
N -2.06262 -0.76847 -0.29263
N -1.59910 -1.00940 0.99954
H 3.27057 -0.76706 -1.13123
H 2.83253 -0.89855 0.63353
H 3.26080 0.67731 0.11124
H 0.88222 0.11074 -1.36797
H 0.78807 -1.21496 -0.26128
H -0.53644 1.86032 1.63624
H -2.55145 0.71818 -1.64284
H -2.92874 -1.27062 -0.61619
H -0.56331 -0.78554 0.81544
H -1.87111 -0.12137 1.55530

Force components x, y, z for each atom (eV/Å):
C 1.27 -1.91 1.11
C -0.43 -0.04 1.77
N -1.58 -0.36 0.09
C 2.70 1.16 -2.01
N -0.60 -1.22 1.94
C 3.06 1.71 0.98
N -3.06 -1.06 -1.50
N 1.59 1.99 0.55
H -0.63 0.96 1.04
H 0.41 0.39 -0.94
H -0.75 -0.38 -1.09
H -0.46 0.82 -1.38
H 0.67 1.09 -0.14
H -0.53 -0.12 -0.34
H -1.53 -0.13 -1.80
H 1.43 0.30 0.95
H -1.80 -1.23 1.39
H 0.23 -1.99 -0.62

***

Record 6
Here is a 3-piece molecular cluster, C9H24O3 overall in a non-equilibrium geometry from the OMol25 dataset. Energies are from the ωB97M-V functional and the def2-TZVPD basis.

Calculated values
E, Eh: -582.9970
HOMO-LUMO gap, eV: 10.5
SMILES string: CC(C)O.CC(C)O.CC(C)O
HOMO energy, eV: -9.74
Lowest unoccupied orbital energy, eV: 0.72

Atoms and positions in Å:
C 1.23857 2.58657 -0.20064
C 1.55861 3.53206 0.93111
C 0.45976 4.46514 1.36632
O 1.97613 2.74786 2.08601
H 2.09998 2.00150 -0.51348
H 0.83117 3.18040 -1.03178
H 0.41272 1.89840 0.00914
H 2.38659 4.13014 0.50840
H 0.21261 5.10744 0.51412
H 0.76194 5.14153 2.16392
H -0.39793 3.88985 1.71849
H 2.91325 2.61016 1.89303
C -0.87529 -3.40209 2.96135
C -0.83967 -2.31653 1.88561
C -0.12185 -1.04376 2.32102
O -0.23722 -2.88743 0.73233
H -1.72316 -4.04360 2.72547
H -1.01715 -3.00966 3.97623
H 0.02182 -4.00418 3.12335
H -1.89903 -2.08953 1.71045
H 0.82699 -1.34316 2.77434
H -0.66970 -0.56695 3.13941
H 0.02924 -0.28285 1.55714
H 0.05396 -2.15723 0.16766
C -1.86735 -0.96322 -2.34646
C -0.56411 -1.62184 -2.82409
C -0.10894 -0.98790 -4.13423
O 0.41509 -1.31381 -1.82428
H -2.67629 -1.33240 -2.97347
H -1.78195 0.11537 -2.45218
H -1.96330 -1.24383 -1.29829
H -0.68698 -2.69886 -2.95377
H -0.76221 -1.20394 -4.99272
H 0.86915 -1.33669 -4.47670
H -0.13929 0.10326 -4.12124
H 1.26384 -1.66019 -2.12159

Force components x, y, z for each atom (eV/Å):
C -1.48 0.17 -0.53
C 0.56 -0.44 0.28
C -0.14 0.10 -0.38
O 0.61 0.81 -0.86
H 0.07 0.10 -0.06
H 0.49 -0.12 -0.16
H 0.22 -0.06 0.41
H 0.07 0.04 0.71
H -0.38 -0.20 0.10
H 0.25 -0.20 0.11
H -0.13 0.13 -0.16
H -0.16 -0.36 0.53
C -0.14 0.05 0.72
C 0.20 0.00 0.41
C 0.04 -0.39 0.99
O -0.03 0.27 -0.06
H 0.17 -0.32 0.19
H -0.46 0.36 -0.29
H 0.16 0.08 -0.82
H 0.03 0.17 -0.37
H 0.23 0.22 -0.31
H -0.13 -0.01 -0.12
H 0.02 -0.21 -0.24
H -0.09 -0.19 -0.24
C 0.94 -0.79 -0.21
C -0.07 1.38 -0.49
C -0.39 -0.13 -1.16
O 0.05 -0.34 0.21
H -0.25 0.05 0.26
H -0.05 0.08 0.12
H -0.52 0.09 -0.03
H 0.03 -0.08 0.22
H -0.18 -0.38 0.37
H 0.13 0.10 0.31
H 0.37 -0.01 0.50
H -0.02 0.04 0.06